Entry 1:
Here is a structure of composition C24H48FNO14S4 from the Open Molecules 2025 dataset. Energies are from ωB97M-V/def2-TZVPD.

Values from the calculation:
Kohn-Sham gap ... 0.2572 Eh
2S+1 ... 1
Electronic energy ... -101863.6842 eV

The geometry in XYZ format:
```
92
C24H48FNO14S4 | the Open Molecules 2025 dataset | ωB97M-V/def2-TZVPD
N -1.33397 0.30877 -0.22553
H -1.99854 0.93267 0.15993
H -1.54020 -0.77157 -0.06127
H -0.21422 0.40347 -0.15364
H -1.32536 0.45448 -1.25154
F -3.99958 -0.16676 0.60607
C 1.49281 -5.45687 3.55180
C 0.24520 -4.53930 3.52375
C 0.29612 -3.36264 4.43052
O 0.07099 -2.29303 3.70913
C 0.04629 -2.63746 2.44862
O 0.08771 -1.86517 1.44411
O 0.31149 -3.94517 2.26472
H 1.39100 -6.11682 4.50559
H 2.35443 -4.82149 3.47537
H 1.46331 -5.86150 2.55789
H -0.72712 -5.22815 3.59819
H 1.32348 -2.97884 4.84852
H -0.40610 -3.45812 5.28724
C 2.81300 -2.73812 -2.58335
C 1.35221 -2.91098 -2.89030
C 0.60970 -2.84587 -1.70782
O -0.19160 -1.82238 -1.75445
C -0.15899 -1.27985 -2.99639
O -0.92343 -0.52929 -3.46844
O 0.87647 -1.88103 -3.63335
H 3.30375 -2.46576 -3.57320
H 3.30658 -3.73183 -2.50940
H 3.17115 -2.18999 -1.78841
H 1.19507 -3.75916 -3.53213
H 1.05052 -2.60922 -0.78360
H 0.12474 -3.65706 -1.30139
C 4.76825 2.83569 -1.40162
C 4.92100 1.88936 -2.65812
C 4.19738 0.61072 -2.58048
S 2.79714 1.18081 -1.71007
O 2.46379 0.42499 -0.46530
O 1.69380 1.36163 -2.55522
C 3.32837 2.80467 -1.16339
H 5.14617 3.92835 -1.58883
H 5.43488 2.35246 -0.56254
H 5.93720 1.80881 -2.78133
H 4.59222 2.40449 -3.27501
H 4.65500 -0.30608 -2.15772
H 3.77252 0.41974 -3.50044
H 3.21884 2.95302 -0.08986
H 2.97097 3.32510 -1.86230
C -2.52652 -5.61592 -0.04574
C -2.67211 -4.14489 -0.13228
C -4.26690 -3.89279 0.15981
S -4.94549 -5.27188 0.86506
O -5.92228 -5.85845 0.00337
O -5.18287 -4.88532 2.27708
C -3.55455 -6.32058 0.74221
H -1.42167 -6.07969 0.28825
H -2.40090 -6.00307 -0.98393
H -2.34799 -3.83587 -1.11322
H -2.09761 -3.57180 0.68252
H -4.72932 -3.55458 -0.70144
H -4.59035 -3.01677 0.77807
H -3.80041 -7.36681 0.17191
H -3.17912 -6.43066 1.78853
C -0.40792 3.70613 4.80846
C -1.16536 4.55448 3.75581
C -0.16720 4.65835 2.52135
S 0.57539 3.07556 2.46072
O 2.09622 3.27122 2.32327
O -0.03235 2.29733 1.45164
C 0.31111 2.59591 4.09006
H -0.87270 3.54895 5.79038
H 0.63770 4.25574 5.15280
H -1.46048 5.64091 4.03062
H -2.04838 4.00332 3.38040
H 0.74431 5.53177 2.64025
H -0.81990 4.80243 1.86723
H 0.93265 2.17534 4.54210
H -0.29726 1.64563 3.84152
C -0.62706 5.75773 -3.57226
C -2.06464 6.06152 -2.99221
C -2.19627 5.22013 -1.71803
S -1.00811 3.96721 -1.81733
O -1.61672 2.66078 -1.96206
O 0.11883 4.03033 -0.88784
C -0.33893 4.33594 -3.39535
H -0.05366 6.58085 -3.20503
H -0.38167 5.93738 -4.80775
H -2.85797 5.98590 -3.77319
H -2.12535 7.12496 -2.75111
H -3.05261 4.61950 -1.90003
H -2.02523 6.08037 -0.95064
H -0.74961 3.60933 -4.15181
H 0.62676 3.94433 -3.39720
```



Entry 2:
Here is a cluster of 8 separate species, C24H48FNO14S4 in total from the Open Molecules 2025 dataset. Energies are from ωB97M-V/def2-TZVPD.

Values from the calculation:
Kohn-Sham gap ... 0.2776 Eh
2S+1 ... 1
Electronic energy ... -101866.2757 eV

The geometry in XYZ format:
```
92
C24H48FNO14S4 | the Open Molecules 2025 dataset | ωB97M-V/def2-TZVPD
N -0.28170 0.90998 0.43707
H -0.60970 0.66998 1.35907
H -0.42970 0.22098 -0.33493
H 0.73530 1.07198 0.60407
H -0.48070 1.89698 0.31407
F 0.95030 3.17498 1.89407
C -4.04670 1.52598 1.00007
C -4.17170 0.30198 0.07607
C -5.15070 0.23598 -1.07693
O -4.34370 0.24098 -2.22393
C -3.06270 -0.05602 -1.89393
O -2.11670 -0.19002 -2.65193
O -2.95670 -0.11802 -0.59093
H -3.35170 1.49298 1.84607
H -5.08070 1.64598 1.56907
H -3.93670 2.53398 0.39207
H -4.47170 -0.65902 0.62507
H -5.67570 1.21198 -1.18293
H -6.25570 -0.43802 -1.18393
C 3.23630 2.32098 -2.35393
C 3.88430 3.44898 -1.50693
C 3.62830 3.37998 0.06907
O 4.97230 3.50998 0.44007
C 5.91730 3.62298 -0.53793
O 7.12030 3.55898 -0.39993
O 5.25430 3.52798 -1.65393
H 3.75130 1.47098 -2.07693
H 3.32730 2.57698 -3.39893
H 2.11130 2.22898 -2.14893
H 3.27130 4.40798 -1.74793
H 3.22130 2.48498 0.32107
H 2.87530 4.02298 0.48507
C 2.95030 -3.93502 -2.18493
C 4.21230 -3.05402 -2.27293
C 3.94030 -1.63102 -1.94693
S 2.75630 -1.77202 -0.71193
O 2.03830 -0.59402 -0.45193
O 3.60430 -2.41502 0.32307
C 1.88330 -3.00202 -1.51093
H 3.11530 -4.80102 -1.74293
H 2.59230 -4.15502 -3.38493
H 4.75630 -3.13702 -2.97893
H 4.94030 -3.49102 -1.52993
H 3.47630 -1.16502 -2.85693
H 4.94430 -0.92102 -1.65493
H 1.09430 -2.66802 -2.14693
H 1.30830 -3.82102 -0.84393
C -2.97670 -4.72002 1.45407
C -1.60570 -5.34402 1.76507
C -0.57670 -4.24902 1.60807
S -1.47470 -2.84802 0.93807
O -0.76270 -2.27602 -0.11493
O -1.91470 -2.09702 2.05007
C -2.75570 -3.75902 0.30807
H -3.43570 -4.04202 2.11207
H -3.51370 -5.57002 1.08207
H -1.31670 -6.42102 1.43807
H -1.56670 -5.66702 2.87207
H 0.06430 -4.69002 1.01107
H -0.11770 -3.99302 2.70407
H -2.30470 -4.34402 -0.67893
H -3.68070 -3.17002 0.14307
C -3.82370 3.21798 -4.24593
C -3.68270 3.64098 -2.78093
C -2.33370 4.38998 -2.73793
S -1.33470 3.36098 -3.54593
O -0.81770 2.40798 -2.60193
O -0.42570 4.08898 -4.38693
C -2.54470 2.65298 -4.71593
H -3.87570 4.17698 -4.79693
H -4.46870 2.29098 -4.49893
H -3.90770 2.95398 -2.26793
H -4.54970 4.41798 -2.52793
H -2.15170 4.62598 -1.79893
H -2.28970 5.33298 -3.29293
H -2.35970 1.64898 -4.60993
H -2.33870 2.91998 -5.69793
C 1.53730 -0.92202 6.28507
C 2.48230 0.18898 5.84107
C 1.89430 0.96298 4.68007
S 0.90030 -0.19402 3.86007
O 1.52430 -0.63802 2.67507
O -0.46170 0.27198 3.89107
C 1.07630 -1.62902 4.98307
H 0.88130 -0.66202 7.02007
H 1.83430 -1.56802 6.99107
H 3.43830 -0.30502 5.55007
H 2.96330 0.92298 6.54207
H 2.48630 1.55298 4.10207
H 1.18730 1.69898 5.05007
H 1.63130 -2.38202 4.63507
H 0.02130 -1.91002 5.13807
```



Number 1: largest force on an atom 0.285 hartree/bohr. Number 2: largest force on an atom 0.274 hartree/bohr.